1.
2 unconnected molecules or ions with the total composition C2H4NP in a non-equilibrium geometry, computed with ωB97M-V/def2-TZVPD.

Cartesian coordinates (Å):
C1 -0.460 0.824 0.021
C2 0.117 -0.378 -0.695
N1 0.855 -1.058 0.367
P1 1.432 0.571 0.109
H1 -0.873 1.499 -0.708
H2 -0.937 0.409 0.899
H3 -0.184 -0.762 -1.584
H4 0.048 -1.104 1.591

E_HOMO = -0.33198 hartree
energy above the lowest of the compared OMol25 structures with the same formula, charge and spin = 67.4 kcal/mol
orbital gap = 9.582 eV
LUMO = 0.0201 hartree
net charge = 0
M = 73.035 g mol⁻¹
total energy = -474.566253 hartree

=====

2.
C21H25N3O4 in the gas phase, computed with ωB97M-V/def2-TZVPD.

Cartesian coordinates (Å):
C1 4.624 1.174 1.813
C2 5.032 0.167 0.736
C3 3.814 -0.411 0.074
C4 3.192 -1.540 0.594
C5 2.039 -2.039 0.023
C6 1.473 -1.412 -1.085
N1 0.288 -1.944 -1.601
C7 -0.579 -1.384 -2.474
O1 -0.419 -0.354 -3.086
C8 -1.862 -2.229 -2.609
C9 -2.476 -2.303 -1.250
C10 -3.275 -1.121 -0.811
N2 -2.168 -3.329 -0.559
N3 -2.536 -3.374 0.785
C11 -2.002 -2.559 1.739
O2 -2.248 -2.674 2.914
O3 -1.176 -1.649 1.192
C12 -0.658 -0.618 2.044
C13 -1.072 0.707 1.471
C14 -0.273 1.349 0.537
C15 -0.692 2.514 -0.082
C16 -1.934 3.058 0.231
O4 -2.453 4.186 -0.322
C17 -1.709 4.854 -1.313
C18 -2.735 2.421 1.182
C19 -2.309 1.260 1.789
C20 2.096 -0.290 -1.622
C21 3.250 0.199 -1.040
H1 4.015 0.690 2.573
H2 5.504 1.598 2.292
H3 4.043 1.983 1.375
H4 5.655 0.668 -0.008
H5 5.620 -0.631 1.193
H6 3.616 -2.032 1.457
H7 1.561 -2.916 0.439
H8 -0.050 -2.770 -1.117
H9 -2.517 -1.738 -3.326
H10 -1.593 -3.225 -2.962
H11 -3.827 -1.334 0.101
H12 -3.968 -0.832 -1.599
H13 -2.608 -0.279 -0.626
H14 -2.855 -4.282 1.093
H15 -1.053 -0.772 3.053
H16 0.430 -0.726 2.047
H17 0.688 0.932 0.279
H18 -0.047 2.977 -0.810
H19 -1.518 4.207 -2.175
H20 -0.758 5.225 -0.918
H21 -2.323 5.697 -1.623
H22 -3.692 2.858 1.420
H23 -2.942 0.769 2.514
H24 1.666 0.198 -2.481
H25 3.723 1.074 -1.461

E_HOMO = -0.30842 hartree
energy above the lowest of the compared OMol25 structures with the same formula, charge and spin = 54.3 kcal/mol
orbital gap = 9.158 eV
LUMO = 0.0281 hartree
SMILES = CCc1ccc(NC(=O)C/C(C)=N/NC(=O)OCc2ccc(OC)cc2)cc1
net charge = 0
M = 383.448 g mol⁻¹
total energy = -1280.473280 hartree

=====

3.
2 unconnected molecules or ions with the total composition CH8N3O in a non-equilibrium geometry, computed with ωB97M-V/def2-TZVPD.

Cartesian coordinates (Å):
N1 0.631 0.503 0.385
C1 0.452 -0.695 -0.190
N2 1.511 -1.434 -0.650
N3 -0.804 -1.223 -0.362
H1 -0.219 1.102 0.339
H2 1.336 0.537 1.083
H3 1.426 -2.117 -1.384
H4 2.463 -1.094 -0.681
H5 -1.537 -1.076 0.337
H6 -0.886 -1.957 -1.052
H7 -1.163 3.291 0.640
H8 -2.104 2.110 1.348
O1 -1.424 2.306 0.612

E_HOMO = -0.56098 hartree
energy above the lowest of the compared OMol25 structures with the same formula, charge and spin = 22.1 kcal/mol
orbital gap = 12.083 eV
LUMO = -0.1169 hartree
net charge = +1
M = 78.095 g mol⁻¹
total energy = -282.193878 hartree

=====

4.
8 unconnected molecules or ions with the total composition C60H72ClFN5OS2 in a non-equilibrium geometry, computed with ωB97M-V/def2-TZVPD.

Cartesian coordinates (Å):
C1 3.573 -1.685 -0.270
C2 2.384 -0.965 -0.275
C3 1.988 0.120 -1.245
C4 1.977 1.579 -0.623
C5 0.526 1.788 -0.136
C6 0.164 0.916 1.102
C7 -0.873 -0.176 0.758
S1 -2.515 0.522 0.427
C8 3.034 1.780 0.474
C9 2.852 3.101 1.283
C10 3.162 2.879 2.781
F1 3.709 4.111 0.853
C11 4.437 1.661 -0.148
C12 5.572 1.796 0.875
C13 6.962 1.440 0.296
C14 7.161 -0.057 -0.044
C15 7.323 -0.299 -1.567
S2 6.710 -1.920 -2.153
C16 7.104 -2.935 -0.788
N1 8.287 -3.147 -0.297
N2 8.116 -3.968 0.774
C17 6.866 -4.235 0.900
O1 6.171 -3.609 -0.086
N3 4.612 2.615 -1.295
C18 3.632 2.506 -2.161
N4 3.963 2.389 -3.479
N5 2.260 2.451 -1.822
Cl1 1.775 4.109 -1.597
H1 3.779 -2.458 -1.009
H2 4.308 -1.448 0.503
H3 1.642 -1.248 0.477
H4 2.616 0.047 -2.143
H5 0.965 -0.074 -1.583
H6 0.330 2.815 0.168
H7 -0.197 1.535 -0.914
H8 -0.294 1.537 1.876
H9 1.036 0.445 1.557
H10 -0.990 -0.801 1.647
H11 -0.500 -0.801 -0.055
H12 -2.633 0.773 -0.892
H13 3.027 1.008 1.242
H14 1.834 3.483 1.252
H15 4.229 2.966 2.976
H16 2.647 3.676 3.324
H17 2.741 1.940 3.147
H18 4.543 0.657 -0.582
H19 5.655 2.846 1.171
H20 5.369 1.226 1.784
H21 7.220 2.067 -0.566
H22 7.673 1.706 1.082
H23 8.111 -0.359 0.402
H24 6.405 -0.701 0.413
H25 8.392 -0.286 -1.777
H26 6.828 0.486 -2.145
H27 6.344 -4.829 1.629
H28 5.514 2.516 -1.756
H29 4.449 1.540 -3.722
H30 3.746 3.086 -4.176
C19 12.047 -8.389 2.724
C20 12.083 -7.735 1.500
C21 11.084 -6.832 1.165
C22 10.053 -6.574 2.058
C23 10.019 -7.225 3.284
C24 11.014 -8.135 3.616
H31 12.824 -9.095 2.984
H32 12.890 -7.932 0.806
H33 11.108 -6.327 0.207
H34 9.278 -5.865 1.796
H35 9.216 -7.023 3.982
H36 10.984 -8.646 4.570
C25 -8.564 0.232 -1.420
C26 -8.222 -0.956 -0.786
C27 -6.976 -1.092 -0.190
C28 -6.074 -0.036 -0.218
C29 -6.418 1.152 -0.848
C30 -7.660 1.285 -1.452
H37 -9.535 0.336 -1.888
H38 -8.928 -1.777 -0.759
H39 -6.707 -2.020 0.299
H40 -5.105 -0.140 0.251
H41 -5.715 1.978 -0.868
H42 -7.926 2.211 -1.948
C31 -0.080 -4.053 5.527
C32 0.728 -5.006 4.922
C33 1.539 -4.653 3.853
C34 1.549 -3.343 3.394
C35 0.743 -2.390 4.002
C36 -0.075 -2.745 5.066
H43 -0.715 -4.331 6.359
H44 0.725 -6.026 5.284
H45 2.164 -5.398 3.378
H46 2.186 -3.065 2.562
H47 0.752 -1.366 3.645
H48 -0.707 -2.002 5.536
C37 -6.804 -0.110 3.710
C38 -5.454 -0.423 3.791
C39 -5.011 -1.356 4.718
C40 -5.919 -1.983 5.560
C41 -7.269 -1.673 5.477
C42 -7.712 -0.734 4.555
H49 -7.149 0.619 2.987
H50 -4.746 0.062 3.129
H51 -3.956 -1.595 4.785
H52 -5.575 -2.714 6.280
H53 -7.978 -2.163 6.132
H54 -8.764 -0.489 4.493
C43 -13.057 -2.181 -4.857
C44 -12.716 -3.368 -4.225
C45 -11.470 -3.504 -3.628
C46 -10.568 -2.449 -3.656
C47 -10.911 -1.260 -4.286
C48 -12.154 -1.127 -4.890
H55 -14.028 -2.076 -5.325
H56 -13.421 -4.189 -4.198
H57 -11.202 -4.433 -3.141
H58 -9.598 -2.553 -3.187
H59 -10.209 -0.436 -4.307
H60 -12.420 -0.202 -5.385
C49 6.372 7.586 -5.655
C50 5.786 6.804 -4.670
C51 5.600 5.446 -4.886
C52 6.008 4.867 -6.080
C53 6.597 5.649 -7.063
C54 6.775 7.009 -6.852
H61 6.515 8.646 -5.490
H62 5.474 7.254 -3.736
H63 5.137 4.837 -4.117
H64 5.867 3.805 -6.246
H65 6.917 5.199 -7.994
H66 7.230 7.620 -7.620
C55 -10.644 6.263 0.682
C56 -9.784 5.225 1.014
C57 -9.601 4.166 0.136
C58 -10.271 4.151 -1.080
C59 -11.128 5.191 -1.414
C60 -11.318 6.245 -0.531
H67 -10.789 7.087 1.369
H68 -9.257 5.241 1.960
H69 -8.935 3.353 0.397
H70 -10.126 3.327 -1.769
H71 -11.650 5.179 -2.363
H72 -11.990 7.053 -0.789

E_HOMO = -0.38001 hartree
energy above the lowest of the compared OMol25 structures with the same formula, charge and spin = 15.8 kcal/mol
orbital gap = 5.645 eV
LUMO = -0.1726 hartree
net charge = +1
M = 997.855 g mol⁻¹
total energy = -4034.454189 hartree

=====

5.
7 unconnected molecules or ions with the total composition C54H67F6N4OS2 in a non-equilibrium geometry, computed with ωB97M-V/def2-TZVPD.

Cartesian coordinates (Å):
C1 10.213 -2.573 2.106
C2 9.299 -3.521 1.236
C3 8.159 -2.764 0.479
C4 7.204 -2.060 1.508
C5 6.486 -0.842 0.777
C6 4.957 -1.100 0.524
N1 4.683 -1.819 -0.764
C7 4.587 -0.936 -1.966
C8 5.517 -1.387 -3.160
N2 6.873 -1.784 -2.776
C9 4.719 0.583 -1.624
N3 3.696 0.844 -0.578
C10 4.061 0.188 0.698
C11 2.823 -0.203 1.585
C12 1.650 0.838 1.541
C13 0.403 0.180 0.848
S1 -1.186 0.635 1.680
C14 -2.172 -0.932 1.726
S2 -1.784 -2.056 2.869
N4 -3.171 -1.020 0.728
C15 -2.638 -1.282 -0.613
C16 -2.958 -2.701 -1.199
O1 -3.195 -3.680 -0.200
C17 -4.395 -3.259 0.453
C18 -4.323 -1.836 1.108
H1 11.242 -2.496 1.705
H2 10.216 -2.976 3.137
H3 9.822 -1.531 2.142
H4 9.965 -4.022 0.503
H5 8.800 -4.281 1.876
H6 7.543 -3.541 -0.046
H7 8.529 -2.079 -0.312
H8 7.722 -1.647 2.390
H9 6.449 -2.797 1.853
H10 7.039 -0.499 -0.116
H11 6.520 0.004 1.499
H12 4.637 -1.792 1.336
H13 5.357 -2.588 -0.876
H14 3.779 -2.285 -0.638
H15 3.546 -1.051 -2.346
H16 5.037 -2.300 -3.586
H17 5.518 -0.644 -3.982
H18 6.906 -2.723 -2.402
H19 7.323 -1.114 -2.167
H20 4.474 1.217 -2.495
H21 5.724 0.847 -1.228
H22 3.637 1.847 -0.432
H23 4.642 0.934 1.295
H24 3.161 -0.292 2.644
H25 2.514 -1.235 1.293
H26 1.395 1.103 2.591
H27 1.946 1.792 1.056
H28 0.410 0.521 -0.214
H29 0.447 -0.925 0.824
H30 -3.032 -0.521 -1.329
H31 -1.531 -1.170 -0.614
H32 -2.124 -3.024 -1.859
H33 -3.849 -2.635 -1.872
H34 -4.692 -4.058 1.161
H35 -5.197 -3.247 -0.338
H36 -5.237 -1.287 0.775
H37 -4.448 -1.962 2.200
F1 -6.698 -3.852 -1.870
C19 -7.884 -3.316 -1.511
C20 -8.074 -1.952 -1.637
C21 -9.295 -1.401 -1.271
C22 -10.306 -2.217 -0.775
C23 -10.098 -3.586 -0.650
C24 -8.881 -4.142 -1.025
H38 -7.272 -1.331 -2.018
H39 -9.459 -0.335 -1.372
H40 -11.255 -1.787 -0.487
H41 -10.883 -4.220 -0.261
H42 -8.704 -5.207 -0.942
F2 -13.589 -1.774 -0.383
C25 -14.167 -1.455 0.791
C26 -15.135 -2.291 1.318
C27 -15.727 -1.963 2.530
C28 -15.351 -0.801 3.195
C29 -14.381 0.031 2.651
C30 -13.779 -0.299 1.444
H43 -15.420 -3.187 0.781
H44 -16.480 -2.613 2.957
H45 -15.817 -0.545 4.139
H46 -14.092 0.938 3.168
H47 -13.015 0.333 1.009
F3 5.337 3.594 -2.037
C31 6.680 3.740 -2.074
C32 7.458 3.083 -1.136
C33 8.838 3.230 -1.177
C34 9.422 4.037 -2.147
C35 8.628 4.694 -3.078
C36 7.248 4.542 -3.047
H48 6.983 2.466 -0.383
H49 9.458 2.716 -0.454
H50 10.498 4.153 -2.175
H51 9.083 5.325 -3.830
H52 6.614 5.039 -3.769
F4 -6.912 3.024 -1.659
C37 -5.582 3.200 -1.739
C38 -4.758 2.563 -0.823
C39 -3.384 2.745 -0.912
C40 -2.852 3.559 -1.900
C41 -3.688 4.193 -2.810
C42 -5.063 4.012 -2.735
H53 -5.192 1.937 -0.054
H54 -2.719 2.252 -0.215
H55 -1.780 3.697 -1.962
H56 -3.267 4.829 -3.578
H57 -5.730 4.492 -3.440
F5 4.256 -1.446 5.489
C43 3.174 -0.956 6.132
C44 3.316 -0.450 7.412
C45 2.201 0.058 8.067
C46 0.959 0.045 7.440
C47 0.831 -0.471 6.157
C48 1.947 -0.970 5.496
H58 4.289 -0.456 7.886
H59 2.301 0.464 9.066
H60 0.091 0.438 7.955
H61 -0.135 -0.485 5.669
H62 1.867 -1.369 4.491
F6 -0.866 3.884 -4.413
C49 0.464 4.050 -4.479
C50 1.255 3.398 -3.551
C51 2.633 3.548 -3.604
C52 3.205 4.358 -4.579
C53 2.397 5.013 -5.504
C54 1.016 4.854 -5.459
H63 0.790 2.777 -2.795
H64 3.259 3.036 -2.886
H65 4.280 4.479 -4.617
H66 2.842 5.646 -6.260
H67 0.372 5.348 -6.176

E_HOMO = -0.36889 hartree
energy above the lowest of the compared OMol25 structures with the same formula, charge and spin = 0.0 kcal/mol
orbital gap = 7.170 eV
LUMO = -0.1054 hartree
net charge = +1
M = 966.279 g mol⁻¹
total energy = -3787.354275 hartree

=====

6.
40 unconnected molecules or ions with the total composition H80O40 in a non-equilibrium geometry, computed with ωB97M-V/def2-TZVPD.

Cartesian coordinates (Å):
H1 1.904 4.094 2.155
H2 2.281 3.206 3.173
O1 2.140 4.168 3.111
H3 0.426 -3.148 4.801
H4 -0.972 -2.499 5.094
O2 -0.329 -2.934 5.527
H5 0.307 3.645 3.277
H6 -0.448 2.384 3.127
O3 -0.219 2.918 3.969
H7 4.204 0.486 2.295
H8 3.125 1.392 2.402
O4 4.133 1.324 2.626
H9 1.342 0.705 -5.441
H10 2.385 1.414 -6.280
O5 2.017 0.656 -6.046
H11 -0.917 -1.634 -0.704
O6 -0.113 -1.451 -0.223
H12 -6.223 -0.630 2.709
O7 -5.698 -0.589 1.925
H13 4.907 1.045 -2.212
H14 5.719 2.100 -2.033
O8 4.773 1.976 -1.840
H15 1.426 2.942 -3.703
H16 2.278 1.581 -4.088
O9 1.431 2.059 -4.147
H17 2.823 4.811 -1.237
H18 3.304 6.140 -0.881
O10 3.470 5.358 -1.059
H19 -1.784 -3.752 0.381
H20 -1.085 -5.112 0.369
O11 -1.938 -4.612 0.027
H21 -4.908 1.436 -1.659
O12 -5.631 1.990 -1.297
H22 1.850 -1.447 5.229
H23 1.083 -0.975 6.485
O13 1.823 -0.777 5.911
H24 -0.006 3.908 0.327
H25 -1.021 4.220 1.380
O14 -0.256 3.666 1.335
H26 1.788 5.760 1.349
H27 0.418 6.191 0.785
O15 1.246 5.811 0.527
H28 -0.338 4.390 -2.992
H29 -0.392 3.118 -2.053
O16 -0.114 4.015 -2.065
H30 -2.015 -0.576 -2.661
H31 -2.851 -0.282 -1.611
O17 -2.021 -0.593 -1.804
H32 1.132 -2.641 -1.778
H33 2.280 -2.734 -2.747
O18 1.270 -2.558 -2.628
H34 -6.305 -2.787 0.512
O19 -5.456 -2.850 0.504
H35 -2.850 6.077 0.719
H36 -2.840 4.698 -0.024
O20 -2.242 5.272 0.496
H37 -5.023 3.221 2.220
O21 -4.366 3.917 1.976
H38 -6.111 1.401 2.862
H39 -4.829 0.821 2.187
O22 -5.182 1.582 2.825
H40 -4.843 -2.170 -3.825
H41 -3.512 -1.228 -3.751
O23 -3.892 -2.169 -3.786
H42 3.852 -1.432 -2.545
H43 3.746 -1.278 -1.016
O24 4.257 -0.978 -1.773
H44 2.878 -3.802 3.529
H45 3.245 -2.380 3.271
O25 3.249 -3.057 3.925
H46 1.990 3.025 -1.010
H47 1.744 1.650 -1.181
O26 1.219 2.270 -0.960
H48 1.850 -4.399 -2.435
H49 2.376 -5.717 -2.863
O27 2.737 -4.883 -2.520
H50 1.651 0.387 -3.330
H51 3.169 0.014 -2.925
O28 2.499 -0.169 -3.522
H52 -1.411 -1.926 -3.952
H53 -0.048 -1.575 -4.281
O29 -0.951 -1.265 -4.367
H54 1.288 -4.352 0.146
H55 0.203 -3.105 -0.092
O30 0.521 -3.989 0.323
H56 3.490 -1.777 -4.724
H57 3.638 -3.290 -4.526
O31 3.753 -2.387 -4.170
H58 -3.574 2.387 -0.981
O32 -2.929 1.943 -1.559
H59 -2.537 -4.231 -3.709
H60 -1.454 -5.350 -4.234
O33 -2.227 -4.893 -4.247
H61 -4.964 -3.540 0.211
H62 0.146 -0.423 -0.153
H63 -3.945 4.283 2.613
H64 -4.992 -1.191 1.727
H65 -5.940 1.846 -0.429
H66 -2.298 1.808 -0.934
O34 2.508 -5.311 1.212
H67 2.217 -5.860 0.402
H68 3.343 -4.859 0.807
O35 -1.746 0.727 5.574
H69 -0.871 1.048 5.643
H70 -2.303 1.518 5.433
O36 1.336 1.013 2.373
H71 0.851 0.484 2.977
H72 1.405 1.950 2.543
O37 -2.110 -1.476 4.264
H73 -2.708 -1.627 4.960
H74 -1.877 -0.561 4.668
O38 -2.160 0.218 0.855
H75 -2.359 -0.695 1.059
H76 -2.223 0.626 1.818
O39 1.732 -0.258 -1.265
H77 2.008 -0.880 -0.709
H78 1.144 -0.596 -1.911
O40 4.667 -3.023 0.886
H79 5.483 -3.656 1.019
H80 4.873 -2.758 0.063

E_HOMO = -0.39265 hartree
energy above the lowest of the compared OMol25 structures with the same formula, charge and spin = 445.3 kcal/mol
orbital gap = 10.247 eV
LUMO = -0.0161 hartree
net charge = 0
M = 720.600 g mol⁻¹
total energy = -3057.047771 hartree

=====

Q: Which of these has the highest total energy?
A: CH8N3O

=====

Q: Look up the orbital gap of the second one.
A: 9.158 eV